Density functional theory data (wB97M-V/def2-TZVPD) for 14 unconnected molecules or ions with the total composition C53H98O29S7 in a non-equilibrium geometry.

Atoms and positions in Å:
C -5.76 -4.03 3.21
C -4.62 -3.08 2.90
C -3.22 -3.73 2.86
O -2.74 -3.40 1.56
C -3.68 -2.82 0.81
O -3.56 -2.47 -0.32
O -4.79 -2.60 1.55
H -6.70 -3.49 3.10
H -5.75 -4.42 4.23
H -5.73 -4.85 2.49
H -4.66 -2.24 3.58
H -3.26 -4.80 3.01
H -2.58 -3.26 3.61
C 1.88 -4.85 0.19
C 0.79 -5.72 0.77
C 1.27 -6.87 1.64
O 0.35 -6.89 2.73
C -0.18 -5.66 2.85
O -0.80 -5.25 3.79
O 0.14 -4.90 1.79
H 2.52 -4.50 1.00
H 1.41 -3.93 -0.17
H 2.50 -5.33 -0.56
H 0.04 -6.04 0.05
H 2.30 -6.76 1.99
H 1.20 -7.82 1.11
C -0.17 2.79 3.12
C -0.23 3.47 1.77
C -1.41 4.37 1.44
O -0.84 5.63 1.09
C 0.51 5.59 1.19
O 1.25 6.47 0.91
O 0.89 4.40 1.67
H -1.10 2.89 3.68
H 0.67 3.04 3.77
H -0.07 1.71 2.95
H 0.03 2.77 0.99
H -2.08 4.51 2.30
H -2.04 3.99 0.64
C -6.07 0.40 4.71
C -4.67 1.01 4.73
C -3.57 -0.01 5.09
O -2.69 0.04 3.96
C -3.15 0.90 3.04
O -2.59 1.17 2.03
O -4.34 1.40 3.39
H -6.15 -0.26 3.85
H -6.84 1.17 4.65
H -6.22 -0.20 5.61
H -4.68 1.86 5.41
H -3.97 -1.00 5.26
H -3.02 0.32 5.97
C -2.35 -4.43 -2.85
C -2.28 -4.10 -4.32
O -1.38 -3.44 -4.81
C -3.44 -4.61 -5.14
H -1.48 -4.05 -2.31
H -2.37 -5.52 -2.80
H -3.23 -3.99 -2.39
H -3.47 -5.70 -5.03
H -3.36 -4.31 -6.18
H -4.35 -4.19 -4.72
C 4.28 -2.00 -1.74
C 4.89 -1.93 -0.36
O 4.20 -1.61 0.58
C 6.33 -2.32 -0.22
H 4.82 -1.37 -2.43
H 3.22 -1.72 -1.71
H 4.22 -3.03 -2.10
H 6.85 -1.86 -1.07
H 6.53 -3.38 -0.39
H 6.80 -1.91 0.67
C 2.80 3.35 -1.17
C 4.00 3.13 -0.29
O 4.79 2.23 -0.49
C 4.21 4.16 0.80
H 2.71 4.40 -1.45
H 1.89 2.99 -0.68
H 2.92 2.84 -2.13
H 3.47 4.17 1.60
H 4.20 5.11 0.25
H 5.21 4.13 1.23
C -1.43 -0.05 -5.24
C -2.49 0.16 -4.14
C -3.66 -0.75 -4.45
S -3.86 -0.64 -6.26
O -4.78 0.45 -6.51
O -4.05 -1.96 -6.80
C -2.15 -0.09 -6.58
H -0.86 -0.96 -5.07
H -0.70 0.75 -5.19
H -2.79 1.20 -4.28
H -2.07 -0.05 -3.17
H -4.61 -0.64 -3.94
H -3.34 -1.78 -4.29
H -2.25 0.92 -7.00
H -1.70 -0.62 -7.41
C 4.97 1.20 -5.97
C 4.03 0.71 -4.89
C 4.71 1.07 -3.59
S 6.47 0.68 -3.85
O 6.81 -0.61 -3.30
O 7.25 1.85 -3.56
C 6.31 0.53 -5.67
H 5.16 2.27 -5.87
H 4.64 1.01 -6.99
H 3.87 -0.37 -4.88
H 3.01 1.10 -4.98
H 4.34 0.65 -2.66
H 4.67 2.15 -3.38
H 6.27 -0.54 -5.91
H 7.18 0.90 -6.20
C 5.85 2.80 4.10
C 6.53 1.71 3.25
C 5.41 0.93 2.59
S 4.05 0.88 3.75
O 3.98 -0.37 4.46
O 2.87 1.41 3.11
C 4.73 2.12 4.89
H 5.41 3.48 3.37
H 6.52 3.41 4.70
H 7.05 1.06 3.96
H 7.31 2.05 2.57
H 5.68 -0.04 2.19
H 4.97 1.52 1.78
H 5.20 1.52 5.68
H 3.91 2.67 5.33
C -4.99 0.72 -0.29
C -4.02 1.63 -1.03
C -4.84 2.58 -1.93
S -6.39 2.80 -1.03
O -7.53 2.41 -1.83
O -6.37 4.12 -0.43
C -6.12 1.57 0.28
H -4.49 0.13 0.48
H -5.34 -0.06 -0.98
H -3.24 1.09 -1.57
H -3.52 2.29 -0.33
H -5.08 2.20 -2.93
H -4.37 3.56 -1.99
H -7.08 1.08 0.38
H -5.73 2.15 1.12
C 1.60 -2.79 4.36
C 2.15 -3.21 5.73
C 0.97 -3.51 6.63
S -0.31 -2.33 6.18
O -0.26 -1.21 7.08
O -1.56 -3.05 6.02
C 0.37 -1.89 4.56
H 1.28 -3.64 3.76
H 2.32 -2.19 3.80
H 2.69 -2.36 6.15
H 2.87 -4.02 5.62
H 1.14 -3.43 7.70
H 0.49 -4.46 6.35
H 0.63 -0.83 4.61
H -0.45 -1.95 3.85
C -1.03 4.24 -2.57
C -1.37 3.97 -4.06
C -0.77 5.10 -4.89
S -1.03 6.59 -3.91
O -2.36 7.06 -4.23
O 0.11 7.46 -3.99
C -1.06 5.75 -2.31
H -0.03 3.85 -2.38
H -1.73 3.65 -1.98
H -2.47 4.01 -4.11
H -1.04 3.00 -4.41
H -1.18 5.32 -5.87
H 0.30 4.91 -4.97
H -1.98 6.07 -1.83
H -0.22 6.10 -1.71
C -0.31 -1.36 0.41
C 1.07 -0.95 0.97
C 1.53 0.33 0.28
S 0.56 0.51 -1.26
O 1.39 0.58 -2.44
O -0.46 1.52 -1.05
C -0.20 -1.13 -1.08
H -1.13 -0.83 0.90
H -0.45 -2.43 0.57
H 1.74 -1.80 0.84
H 0.97 -0.74 2.03
H 2.57 0.19 -0.02
H 1.46 1.21 0.91
H 0.50 -1.86 -1.50
H -1.08 -1.15 -1.73

The calculation puts the LUMO energy at -0.019 eV. Its frontier orbital gap is 9.9 eV. Its spin multiplicity is 1. Its energy relative to the best compared isomer or geometry (same formula, charge and spin) is 0.0 kJ/mol.